C54H135F2N10O26S3 | ωB97M-V/def2-TZVPD

Bonds (Å) are listed after each position.
CARTESIAN COORDINATES (ANGSTROEM)
1 S 4.9462 -6.9449 8.5758  O2 1.444, O3 1.439, O4 1.475, O5 1.441
2 O 4.5908 -5.7271 7.8866  S1 1.444
3 O 6.3693 -7.1437 8.6560  S1 1.439
4 O 4.5036 -6.8623 9.9807  S1 1.475
5 O 4.2434 -8.0048 7.8981  S1 1.441
6 N 0.9140 -1.3979 2.0813  S7 1.745, S11 1.466
7 S 2.2790 -0.3517 2.3759  N6 1.745, O8 1.447, O9 1.487, F10 1.586, S11 2.283
8 O 2.2166 0.5798 3.4811  S7 1.447
9 O 3.1744 -0.0328 1.2322  S7 1.487
10 F 3.1082 -1.5860 2.9279  S7 1.586
11 S 0.0855 -0.2341 1.7528  N6 1.466, S7 2.283, O12 1.472, O13 1.468, F14 1.544
12 O 0.4112 0.5696 0.5636  S11 1.472
13 O -0.6110 0.4015 2.8784  S11 1.468
14 F -1.0979 -1.0153 1.1417  S11 1.544
15 C 8.3960 0.2719 13.1043  O16 1.441, H24 1.090, H25 1.090, H26 1.090
16 O 7.9180 -0.4875 11.9770  C15 1.441, C17 1.448
17 C 7.0587 0.3406 11.1578  O16 1.448, C18 1.557, H27 1.090, H28 1.090
18 C 6.2214 -0.5366 10.1809  C17 1.557, N19 1.443, H29 1.090, H30 1.090
19 N 7.0676 -1.4319 9.4289  C18 1.443, C20 1.468, H31 1.010
20 C 7.8048 -0.6989 8.3928  N19 1.468, C21 1.530, H32 1.090, H33 1.090
21 C 8.6148 -1.6096 7.4677  C20 1.530, O22 1.430, H34 1.090, H35 1.090
22 O 9.4128 -0.8600 6.5480  C21 1.430, C23 1.404
23 C 8.8112 -0.2671 5.4261  O22 1.404, H36 1.090, H37 1.090, H38 1.090
24 H 9.1195 -0.3982 13.5687  C15 1.090
25 H 7.6898 0.3850 13.9268  C15 1.090
26 H 8.9526 1.1620 12.8112  C15 1.090
27 H 7.6593 1.0454 10.5827  C17 1.090
28 H 6.4717 0.9938 11.8035  C17 1.090
29 H 5.7071 0.1956 9.5583  C18 1.090
30 H 5.5586 -0.9738 10.9276  C18 1.090
31 H 6.5336 -2.1531 8.9656  N19 1.010
32 H 8.4948 -0.0852 8.9718  C20 1.090
33 H 7.1774 -0.0256 7.8088  C20 1.090
34 H 7.9468 -2.3081 6.9637  C21 1.090
35 H 9.2530 -2.2624 8.0632  C21 1.090
36 H 9.5838 0.2593 4.8657  C23 1.090
37 H 8.0980 0.5297 5.6372  C23 1.090
38 H 8.2527 -0.9864 4.8272  C23 1.090
39 C -1.3532 0.7704 -12.0647  O40 1.395, H48 1.090, H49 1.090, H50 1.090
40 O -1.9766 1.7731 -11.3221  C39 1.395, C41 1.393
41 C -2.5674 2.8822 -11.9240  O40 1.393, C42 1.504, H51 1.090, H52 1.090
42 C -3.2722 3.7288 -10.9000  C41 1.504, N43 1.487, H53 1.090, H54 1.090
43 N -2.2423 4.4945 -10.1493  C42 1.487, C44 1.432, H55 1.010
44 C -2.7330 5.2346 -9.0254  N43 1.432, C45 1.549, H56 1.090, H57 1.090
45 C -1.6808 5.3767 -7.8975  C44 1.549, O46 1.441, H58 1.090, H59 1.090
46 O -1.1794 4.0644 -7.5745  C45 1.441, C47 1.441
47 C -0.2934 4.1848 -6.4447  O46 1.441, H60 1.090, H61 1.090, H62 1.090
48 H -2.0204 0.4685 -12.8720  C39 1.090
49 H -1.0394 -0.0749 -11.4523  C39 1.090
50 H -0.4342 1.1747 -12.4891  C39 1.090
51 H -3.3827 2.5104 -12.5445  C41 1.090
52 H -1.8659 3.4403 -12.5441  C41 1.090
53 H -3.8424 3.0093 -10.3123  C42 1.090
54 H -3.9120 4.3899 -11.4845  C42 1.090
55 H -1.5243 3.8450 -9.8614  N43 1.010
56 H -3.5371 4.6398 -8.5922  C44 1.090
57 H -3.1282 6.2233 -9.2588  C44 1.090
58 H -2.0529 5.9492 -7.0479  C45 1.090
59 H -0.8658 6.0271 -8.2151  C45 1.090
60 H 0.1534 3.2668 -6.0629  C47 1.090
61 H -0.8519 4.5877 -5.5999  C47 1.090
62 H 0.5433 4.8279 -6.7175  C47 1.090
63 C 0.9053 -10.6853 2.8609  O64 1.385, H72 1.090, H73 1.090, H74 1.090
64 O -0.3854 -10.3329 3.2200  C63 1.385, C65 1.443
65 C -1.3906 -10.8126 2.3033  O64 1.443, C66 1.567, H75 1.090, H76 1.090
66 C -2.7969 -10.4185 2.8717  C65 1.567, N67 1.464, H77 1.090, H78 1.090
67 N -2.9567 -8.9672 2.9775  C66 1.464, C68 1.454, H79 1.010
68 C -4.2683 -8.6719 3.5310  N67 1.454, C69 1.528, H80 1.090, H81 1.090
69 C -4.6426 -7.1907 3.5504  C68 1.528, O70 1.457, H82 1.090, H83 1.090
70 O -3.5323 -6.3219 3.9197  C69 1.457, C71 1.428
71 C -3.8545 -5.0358 4.4491  O70 1.428, H84 1.090, H85 1.090, H86 1.090
72 H 1.1233 -11.7517 2.9184  C63 1.090
73 H 1.5079 -10.2754 3.6714  C63 1.090
74 H 1.2364 -10.2713 1.9085  C63 1.090
75 H -1.3815 -11.9016 2.3480  C65 1.090
76 H -1.1883 -10.3299 1.3471  C65 1.090
77 H -2.9199 -10.8174 3.8786  C66 1.090
78 H -3.5747 -10.8435 2.2374  C66 1.090
79 H -3.1000 -8.6075 2.0446  N67 1.010
80 H -4.3825 -9.0431 4.5494  C68 1.090
81 H -5.0021 -9.1704 2.8977  C68 1.090
82 H -5.4629 -6.9770 4.2356  C69 1.090
83 H -5.0617 -6.8461 2.6051  C69 1.090
84 H -4.2618 -4.3468 3.7092  C71 1.090
85 H -2.9599 -4.5040 4.7732  C71 1.090
86 H -4.6221 -5.1859 5.2082  C71 1.090
87 C -2.7827 -9.0496 -2.5986  O88 1.427, H96 1.090, H97 1.090, H98 1.090
88 O -2.2364 -8.0564 -1.7317  C87 1.427, C89 1.421
89 C -1.5117 -7.0907 -2.4809  O88 1.421, C90 1.552, H99 1.090, H100 1.090
90 C -1.0341 -5.8734 -1.6457  C89 1.552, N91 1.460, H101 1.090, H102 1.090
91 N 0.2252 -6.0093 -0.9203  C90 1.460, C92 1.468, H103 1.010
92 C 1.4112 -6.1758 -1.7688  N91 1.468, C93 1.554, H104 1.090, H105 1.090
93 C 2.7273 -5.9806 -0.9659  C92 1.554, O94 1.427, H106 1.090, H107 1.090
94 O 2.7532 -6.7792 0.2165  C93 1.427, C95 1.439
95 C 4.0426 -6.8597 0.8500  O94 1.439, H108 1.090, H109 1.090, H110 1.090
96 H -3.7492 -8.6757 -2.9364  C87 1.090
97 H -3.0868 -9.9060 -1.9967  C87 1.090
98 H -2.0550 -9.5181 -3.2613  C87 1.090
99 H -2.1949 -6.7283 -3.2490  C89 1.090
100 H -0.6597 -7.5167 -3.0108  C89 1.090
101 H -1.8018 -5.6903 -0.8939  C90 1.090
102 H -0.9069 -5.0391 -2.3356  C90 1.090
103 H 0.4193 -5.2225 -0.3174  N91 1.010
104 H 1.3292 -5.4823 -2.6058  C92 1.090
105 H 1.2747 -7.2148 -2.0689  C92 1.090
106 H 2.9252 -4.9723 -0.6021  C93 1.090
107 H 3.5730 -6.2640 -1.5924  C93 1.090
108 H 3.9148 -7.1784 1.8845  C95 1.090
109 H 4.5745 -5.9090 0.8129  C95 1.090
110 H 4.5806 -7.6651 0.3499  C95 1.090
111 C -15.3609 -1.6916 0.1117  O112 1.434, H120 1.090, H121 1.090, H122 1.090
112 O -14.8500 -0.5821 -0.6391  C111 1.434, C113 1.407
113 C -13.5194 -0.2716 -0.3051  O112 1.407, C114 1.545, H123 1.090, H124 1.090
114 C -12.9769 0.9600 -1.0639  C113 1.545, N115 1.485, H125 1.090, H126 1.090
115 N -12.2234 1.8860 -0.1800  C114 1.485, C116 1.491, H127 1.010
116 C -10.8640 1.4595 0.2580  N115 1.491, C117 1.539, H128 1.090, H129 1.090
117 C -10.2090 2.6357 1.0043  C116 1.539, O118 1.462, H130 1.090, H131 1.090
118 O -9.0355 2.1691 1.7404  C117 1.462, C119 1.358
119 C -8.2265 3.1655 2.1837  O118 1.358, H132 1.090, H133 1.090, H134 1.090
120 H -14.7748 -2.6106 0.1130  C111 1.090
121 H -16.3906 -1.8513 -0.2079  C111 1.090
122 H -15.3208 -1.4762 1.1795  C111 1.090
123 H -12.9250 -1.1517 -0.5506  C113 1.090
124 H -13.5120 -0.0651 0.7651  C113 1.090
125 H -13.8896 1.4451 -1.4099  C114 1.090
126 H -12.4449 0.6644 -1.9682  C114 1.090
127 H -12.1975 2.8106 -0.5855  N115 1.010
128 H -10.1407 1.2325 -0.5252  C116 1.090
129 H -10.9166 0.6028 0.9298  C116 1.090
130 H -10.9243 3.0305 1.7258  C117 1.090
131 H -9.9512 3.3865 0.2574  C117 1.090
132 H -7.7258 3.7396 1.4040  C119 1.090
133 H -7.4776 2.6494 2.7844  C119 1.090
134 H -8.7675 3.8246 2.8627  C119 1.090
135 C -6.9926 -2.5656 -10.8763  O136 1.397, H144 1.090, H145 1.090, H146 1.090
136 O -7.0514 -3.1012 -9.5877  C135 1.397, C137 1.413
137 C -5.9477 -3.8270 -9.0849  O136 1.413, C138 1.613, H147 1.090, H148 1.090
138 C -4.7228 -2.8599 -8.6788  C137 1.613, N139 1.473, H149 1.090, H150 1.090
139 N -5.0262 -2.0495 -7.4873  C138 1.473, C140 1.442, H151 1.010
140 C -3.9015 -1.2002 -7.1837  N139 1.442, C141 1.557, H152 1.090, H153 1.090
141 C -4.0609 -0.6163 -5.7491  C140 1.557, O142 1.465, H154 1.090, H155 1.090
142 O -5.1432 0.3661 -5.8453  C141 1.465, C143 1.420
143 C -5.1671 1.3123 -4.7868  O142 1.420, H156 1.090, H157 1.090, H158 1.090
144 H -6.0070 -2.2330 -11.2019  C135 1.090
145 H -7.7579 -1.7923 -10.9433  C135 1.090
146 H -7.1772 -3.4177 -11.5305  C135 1.090
147 H -5.5955 -4.5430 -9.8275  C137 1.090
148 H -6.1744 -4.4307 -8.2062  C137 1.090
149 H -4.5212 -2.1508 -9.4817  C138 1.090
150 H -3.8917 -3.5386 -8.4871  C138 1.090
151 H -5.8166 -1.4383 -7.6344  N139 1.010
152 H -3.7841 -0.3305 -7.8303  C140 1.090
153 H -2.9793 -1.7800 -7.2215  C140 1.090
154 H -3.0802 -0.2168 -5.4909  C141 1.090
155 H -4.4063 -1.2769 -4.9539  C141 1.090
156 H -5.9079 2.0228 -5.1534  C143 1.090
157 H -4.2891 1.9525 -4.7005  C143 1.090
158 H -5.4497 0.9200 -3.8099  C143 1.090
159 C 8.4515 -2.4207 -3.8110  O160 1.424, H168 1.090, H169 1.090, H170 1.090
160 O 7.1347 -2.0817 -4.2348  C159 1.424, C161 1.416
161 C 7.0001 -0.8522 -4.9233  O160 1.416, C162 1.503, H171 1.090, H172 1.090
162 C 5.5821 -0.8322 -5.4222  C161 1.503, N163 1.507, H173 1.090, H174 1.090
163 N 5.4887 -1.4329 -6.8013  C162 1.507, C164 1.458, H175 1.010
164 C 4.1686 -1.4402 -7.4194  N163 1.458, C165 1.514, H176 1.090, H177 1.090
165 C 3.6415 -0.1352 -7.9783  C164 1.514, O166 1.424, H178 1.090, H179 1.090
166 O 4.4929 0.3539 -9.0093  C165 1.424, C167 1.402
167 C 4.1796 1.6252 -9.5113  O166 1.402, H180 1.090, H181 1.090, H182 1.090
168 H 8.4131 -3.4204 -3.3782  C159 1.090
169 H 8.7340 -1.6847 -3.0582  C159 1.090
170 H 9.0764 -2.4012 -4.7038  C159 1.090
171 H 7.7678 -0.8691 -5.6968  C161 1.090
172 H 7.2985 -0.1159 -4.1770  C161 1.090
173 H 5.2753 0.2102 -5.5086  C162 1.090
174 H 4.9061 -1.3417 -4.7355  C162 1.090
175 H 6.1046 -0.8570 -7.3572  N163 1.010
176 H 3.4487 -1.7903 -6.6797  C164 1.090
177 H 4.2017 -2.1794 -8.2198  C164 1.090
178 H 3.7115 0.6277 -7.2030  C165 1.090
179 H 2.6347 -0.2433 -8.3818  C165 1.090
180 H 4.9372 1.9521 -10.2235  C167 1.090
181 H 3.9508 2.3501 -8.7300  C167 1.090
182 H 3.2460 1.5177 -10.0636  C167 1.090
183 C 0.3234 2.8569 12.6819  O184 1.446, H192 1.090, H193 1.090, H194 1.090
184 O -0.1595 2.4269 11.3888  C183 1.446, C185 1.422
185 C -0.3266 3.5517 10.5358  O184 1.422, C186 1.557, H195 1.090, H196 1.090
186 C -0.8985 3.1537 9.1430  C185 1.557, N187 1.483, H197 1.090, H198 1.090
187 N -1.4121 4.2718 8.3160  C186 1.483, C188 1.452, H199 1.010
188 C -0.3387 5.1252 7.8386  N187 1.452, C189 1.536, H200 1.090, H201 1.090
189 C -0.8539 6.2437 6.9212  C188 1.536, O190 1.443, H202 1.090, H203 1.090
190 O -1.2989 5.8335 5.6108  C189 1.443, C191 1.425
191 C -0.2544 5.4786 4.7086  O190 1.425, H204 1.090, H205 1.090, H206 1.090
192 H 1.3718 3.1433 12.5981  C183 1.090
193 H 0.1953 1.9557 13.2815  C183 1.090
194 H -0.2256 3.6856 13.1293  C183 1.090
195 H 0.6088 4.0647 10.3120  C185 1.090
196 H -0.9371 4.3444 10.9683  C185 1.090
197 H -1.7263 2.4448 9.1609  C186 1.090
198 H -0.0500 2.7479 8.5921  C186 1.090
199 H -1.7930 3.7443 7.5435  N187 1.010
200 H 0.3674 4.5520 7.2378  C188 1.090
201 H 0.1985 5.6208 8.6473  C188 1.090
202 H -0.1283 7.0571 6.9185  C189 1.090
203 H -1.7425 6.6244 7.4249  C189 1.090
204 H 0.3423 6.3353 4.3951  C191 1.090
205 H -0.7012 5.1885 3.7576  C191 1.090
206 H 0.3705 4.6582 5.0615  C191 1.090
207 C 5.7815 7.5064 0.0158  O208 1.422, H216 1.090, H217 1.090, H218 1.090
208 O 6.3511 8.7681 0.3409  C207 1.422, C209 1.437
209 C 6.8424 9.5146 -0.7846  O208 1.437, C210 1.561, H219 1.090, H220 1.090
210 C 7.5145 10.8544 -0.3481  C209 1.561, N211 1.472, H221 1.090, H222 1.090
211 N 6.4989 11.8835 -0.0700  C210 1.472, C212 1.430, H223 1.010
212 C 5.7868 11.7477 1.1623  N211 1.430, C213 1.522, H224 1.090, H225 1.090
213 C 6.6452 12.0620 2.3788  C212 1.522, O214 1.411, H226 1.090, H227 1.090
214 O 5.9721 12.0103 3.6174  C213 1.411, C215 1.399
215 C 6.7573 12.3532 4.7238  O214 1.399, H228 1.090, H229 1.090, H230 1.090
216 H 6.6199 6.9524 -0.4065  C207 1.090
217 H 4.9373 7.5969 -0.6677  C207 1.090
218 H 5.5869 6.9558 0.9361  C207 1.090
219 H 6.0215 9.7280 -1.4693  C209 1.090
220 H 7.6112 8.9007 -1.2540  C209 1.090
221 H 8.0459 11.1910 -1.2383  C210 1.090
222 H 8.3307 10.7951 0.3718  C210 1.090
223 H 7.0176 12.7120 0.1841  N211 1.010
224 H 5.4290 10.7216 1.2475  C212 1.090
225 H 4.9505 12.4464 1.1448  C212 1.090
226 H 7.1232 13.0320 2.2418  C213 1.090
227 H 7.4092 11.2909 2.4777  C213 1.090
228 H 6.1324 12.1645 5.5967  C215 1.090
229 H 7.1129 13.3793 4.8169  C215 1.090
230 H 7.5823 11.6408 4.7171  C215 1.090

Summary:
Energy relative to the best compared isomer or geometry (same formula, charge and spin)   1.108 eV
Charge   -3
Electronic energy   -6035.77486 hartree
Multiplicity   1
Gap between HOMO and LUMO   0.4 eV
Molecular weight   1474.9 g mol⁻¹